No. 1
# C14H21BF7O4

An isolated ion of composition C14H21BF7O4 and charge -1 in a non-equilibrium geometry (wB97M-V/def2-TZVPD, the Open Molecules 2025 dataset).

Geometry (Å):
C1 -1.740 3.825 4.185
C2 -3.016 3.482 3.395
O1 -2.761 3.294 2.028
C3 -2.508 1.937 1.709
C4 -2.375 1.765 0.202
C5 -1.308 2.700 -0.413
C6 -0.046 1.988 -0.933
C7 0.546 0.921 0.008
C8 1.267 -0.187 -0.756
C9 2.565 0.196 -1.504
C10 3.537 1.000 -0.674
O2 4.250 1.829 -1.130
C11 1.726 -1.230 0.381
O3 1.234 -2.506 0.033
B1 0.596 -2.435 -1.292
C12 1.258 -3.390 -2.442
F1 2.588 -3.046 -2.661
F2 0.658 -3.212 -3.642
C13 1.293 -4.894 -2.123
F3 2.132 -5.182 -1.155
F4 1.782 -5.524 -3.228
C14 -0.077 -5.557 -1.855
F5 0.095 -6.886 -1.981
F6 -0.517 -5.367 -0.652
F7 -0.967 -5.234 -2.739
O4 0.496 -1.000 -1.571
H1 -2.021 4.123 5.198
H2 -1.097 2.946 4.206
H3 -1.220 4.662 3.722
H4 -3.709 4.319 3.516
H5 -3.461 2.597 3.865
H6 -1.622 1.558 2.237
H7 -3.357 1.318 2.037
H8 -2.107 0.729 0.001
H9 -3.354 2.010 -0.211
H10 -1.086 3.530 0.260
H11 -1.778 3.173 -1.281
H12 -0.211 1.607 -1.941
H13 0.724 2.761 -1.045
H14 -0.177 0.449 0.671
H15 1.306 1.404 0.631
H16 2.353 0.677 -2.461
H17 3.060 -0.751 -1.742
H18 3.568 0.774 0.414
H19 1.221 -1.047 1.340
H20 2.817 -1.306 0.495
H21 -0.557 -2.819 -1.099

Values from the calculation:
Net charge: -1
Electronic energy in eV: -42750.2303
Frontier orbital gap in eV: 7.5262
Maximum force in eV/A: 3.5
Highest occupied orbital energy in Ha: -0.1770

No. 2
# C3H10NOS

A 2-piece molecular cluster, C3H10NOS overall in a non-equilibrium geometry (wB97M-V/def2-TZVPD, the Open Molecules 2025 dataset).

Geometry (Å):
C1 2.722 -1.129 -1.012
N1 2.035 0.090 -0.685
C2 0.722 -0.092 -0.187
C3 -0.132 1.239 -0.444
S1 -1.703 1.120 0.399
H1 2.280 -1.838 -1.857
H2 3.712 -0.963 -1.498
H3 2.829 -1.857 -0.286
H4 1.718 0.574 -1.540
H5 0.769 -0.362 0.900
H6 0.060 -0.966 -0.555
H7 0.509 2.096 -0.416
H8 -0.342 1.123 -1.523
H9 -1.509 -1.074 0.882
H10 -2.755 -1.643 1.608
O1 -1.767 -1.719 1.570

Values from the calculation:
Net charge: -1
Electronic energy in eV: -17645.7555
Frontier orbital gap in eV: 6.3083
Maximum force in eV/A: 4.6
Highest occupied orbital energy in Ha: -0.0952

No. 3
# C44H39BeBr2INO2P

C44H39BeBr2INO2P as an isolated structure in a non-equilibrium geometry (wB97M-V/def2-TZVPD, the Open Molecules 2025 dataset).

Geometry (Å):
Be1 2.034 -2.610 0.403
C1 0.295 -3.627 -2.178
C2 -0.352 -3.013 -0.974
C3 -1.739 -2.846 -0.865
C4 -2.315 -2.348 0.274
C5 -1.547 -2.096 1.451
C6 -1.889 -1.572 2.755
Br1 -3.653 -1.110 3.158
C7 -0.938 -1.139 3.580
C8 0.407 -1.298 3.301
Br2 1.838 -0.884 4.486
C9 0.832 -1.785 2.110
O1 2.096 -1.906 1.719
C10 -0.164 -2.146 1.184
N1 0.406 -2.659 0.055
H1 0.516 -4.668 -1.910
H2 1.258 -3.078 -2.361
H3 -0.374 -3.439 -2.954
H4 -2.335 -3.084 -1.742
H5 -3.357 -1.912 0.206
H6 -1.162 -0.787 4.596
I1 -0.763 1.221 -2.147
C11 -2.559 2.005 -2.846
C12 -2.923 1.713 -4.088
C13 -3.871 2.459 -4.776
C14 -4.299 3.656 -4.189
C15 -3.887 3.997 -2.862
C16 -4.249 5.293 -2.404
C17 -3.849 5.623 -1.147
C18 -3.193 4.672 -0.302
C19 -2.844 3.392 -0.734
P1 -2.438 2.082 0.602
C20 -4.018 2.306 1.559
C21 -5.119 1.533 1.206
C22 -6.298 1.594 1.899
C23 -6.502 2.556 2.907
C24 -5.430 3.387 3.265
C25 -4.229 3.211 2.593
C26 -1.160 2.833 1.670
C27 -0.235 3.790 1.250
C28 0.786 4.188 2.137
C29 0.854 3.668 3.411
C30 -0.055 2.683 3.835
C31 -1.096 2.307 2.982
C32 -3.090 3.120 -2.099
H7 -2.339 1.069 -4.727
H8 -4.216 2.147 -5.734
H9 -4.889 4.421 -4.700
H10 -4.771 5.972 -3.099
H11 -4.042 6.626 -0.784
H12 -2.978 5.140 0.690
H13 -5.034 0.671 0.486
H14 -7.166 0.931 1.694
H15 -7.455 2.444 3.514
H16 -5.498 4.081 4.096
H17 -3.414 3.841 2.956
H18 -0.218 4.170 0.210
H19 1.621 4.769 1.745
H20 1.736 3.930 4.007
H21 -0.121 2.405 4.891
H22 -1.682 1.420 3.286
C33 3.540 -4.725 1.501
C34 4.563 -4.915 0.374
C35 3.794 -5.631 -0.789
C36 5.184 -3.662 -0.171
C37 6.561 -3.459 -0.150
C38 7.116 -2.331 -0.768
C39 6.264 -1.428 -1.367
C40 4.876 -1.446 -1.326
C41 4.035 -0.408 -1.997
C42 3.538 -0.892 -3.371
C43 3.033 0.338 -1.159
C44 4.341 -2.605 -0.765
O2 2.953 -2.793 -0.724
H23 3.739 -5.336 2.367
H24 2.547 -5.066 1.165
H25 3.498 -3.702 1.830
H26 5.363 -5.650 0.532
H27 3.061 -4.963 -1.217
H28 3.166 -6.498 -0.505
H29 4.506 -5.849 -1.590
H30 7.232 -4.302 0.246
H31 8.202 -2.150 -0.895
H32 6.766 -0.543 -1.784
H33 4.890 0.305 -2.241
H34 3.070 -1.929 -3.160
H35 4.331 -1.045 -4.083
H36 2.785 -0.220 -3.848
H37 2.006 -0.122 -1.046
H38 2.812 1.389 -1.490
H39 3.301 0.317 -0.114

Values from the calculation:
Electronic energy in eV: -209724.4284
Frontier orbital gap in eV: 7.2074
Maximum force in eV/A: 3.1
Highest occupied orbital energy in Ha: -0.2904

No. 4
# C34H49MnN3O8P2Te

C34H49MnN3O8P2Te as an isolated structure in a non-equilibrium geometry (wB97M-V/def2-TZVPD, the Open Molecules 2025 dataset).

Geometry (Å):
Mn1 1.785 3.369 -0.838
C1 -0.723 -4.437 4.055
C2 -2.086 -3.849 4.157
C3 -3.130 -4.784 4.685
O1 -2.515 -3.477 2.750
P1 -2.155 -2.039 2.185
O2 -1.015 -1.402 2.820
C4 -2.096 -2.242 0.379
P2 -0.529 -2.825 -0.382
O3 0.589 -2.210 0.338
O4 -0.698 -4.420 -0.274
C5 0.321 -5.509 -0.514
C6 -0.498 -6.717 -0.838
C7 1.198 -5.627 0.682
O5 -0.632 -2.435 -1.945
C8 -1.336 -3.047 -3.026
C9 -2.794 -2.548 -2.997
C10 -0.613 -2.508 -4.244
O6 -3.441 -1.073 2.351
C11 -4.877 -1.214 2.401
C12 -5.466 -0.794 1.030
C13 -5.334 -2.624 2.625
H1 -0.317 -4.799 5.004
H2 -0.046 -3.706 3.597
H3 -0.697 -5.327 3.411
H4 -2.070 -2.916 4.765
H5 -3.324 -5.565 3.990
H6 -4.010 -4.141 4.818
H7 -2.806 -5.254 5.566
H8 -2.182 -1.200 -0.075
H9 -2.971 -2.871 -0.019
H10 0.790 -5.134 -1.434
H11 -1.159 -7.048 -0.013
H12 0.226 -7.528 -0.939
H13 -1.038 -6.553 -1.772
H14 0.683 -6.234 1.463
H15 1.544 -4.635 1.046
H16 2.066 -6.258 0.379
H17 -1.300 -4.142 -2.933
H18 -2.855 -1.509 -2.702
H19 -3.456 -3.140 -2.308
H20 -3.210 -2.630 -4.033
H21 -1.000 -1.477 -4.459
H22 -1.019 -3.107 -5.103
H23 0.454 -2.615 -4.202
H24 -5.281 -0.527 3.153
H25 -5.090 -1.445 0.236
H26 -5.088 0.244 0.674
H27 -6.586 -0.687 1.042
H28 -5.092 -3.243 1.744
H29 -6.389 -2.708 2.897
H30 -4.709 -3.038 3.458
C14 2.029 0.416 2.402
C15 3.308 0.672 2.911
C16 4.072 1.683 2.352
C17 3.520 2.467 1.309
N1 2.270 2.205 0.862
C18 1.569 1.148 1.340
C19 4.272 3.610 0.692
C20 5.619 3.879 1.056
C21 6.230 5.020 0.486
C22 5.435 5.801 -0.354
C23 4.117 5.482 -0.637
N2 3.536 4.396 -0.137
H31 1.386 -0.322 2.886
H32 3.696 0.060 3.694
H33 5.060 1.858 2.716
H34 0.617 0.852 0.838
H35 6.116 3.162 1.680
H36 7.266 5.226 0.711
H37 5.819 6.762 -0.668
H38 3.572 6.175 -1.274
O7 -0.934 5.372 -1.539
C24 -0.752 5.159 -0.346
C25 -1.618 5.760 0.751
C26 -0.568 5.856 1.913
C27 0.405 4.702 1.529
O8 1.129 4.226 2.421
N3 0.271 4.365 0.180
H39 -2.446 5.106 1.011
H40 -2.081 6.726 0.493
H41 -0.894 5.675 2.944
H42 -0.010 6.804 1.868
Te1 3.809 1.518 -2.235
C28 0.785 2.814 -2.652
C29 1.335 3.343 -3.858
C30 2.177 2.444 -4.596
C31 2.893 2.838 -5.706
C32 2.861 4.187 -6.100
C33 2.150 5.121 -5.367
C34 1.294 4.692 -4.339
H43 -0.215 3.185 -2.445
H44 0.839 1.681 -2.533
H45 2.209 1.373 -4.314
H46 3.545 2.076 -6.173
H47 3.442 4.468 -6.966
H48 2.171 6.174 -5.689
H49 0.673 5.390 -3.765

Values from the calculation:
⟨S²⟩: 8.8825
Net charge: -2
Electronic energy in eV: -114096.8543
Frontier orbital gap (spin up / spin down) in eV: 1.6538 / 3.0192
2S+1: 6
Maximum force in eV/A: 3.4
Highest occupied orbital energy (spin up / spin down) in Ha: 0.0559 / 0.0057